[1]
Computed, not measured: a molecular structure, C6H11LuN5P, with the ωB97M-V functional and the def2-TZVPD basis.

For the LUMO energy (alpha / beta), the calculation gives -0.04355 / -0.02862 hartree. The value obtained for the relative energy (zero: lowest compared OMol25 entry of this formula, charge and spin) is 0.786 eV. The spin multiplicity is 1. Its molar mass is 359.13 g/mol.

Last column: Mulliken charge in e.
Positions of all 24 atoms, in Å:
C1 -1.020 -0.075 -2.529  -0.21
C2 -1.626 1.262 -2.845  -0.77
C3 -0.746 2.282 -2.431  -0.34
C4 0.512 1.690 -2.180  -0.81
C5 0.432 0.202 -2.056  -0.34
Lu1 -0.461 -1.479 0.072  0.81
P1 -0.412 -4.001 -0.627  -0.24
H1 -1.247 -1.020 -3.063  0.31
H2 -2.581 1.506 -3.290  0.41
H3 -1.016 3.350 -2.373  0.37
H4 1.245 -0.544 -2.230  0.35
H5 1.401 2.277 -2.061  0.41
H6 0.806 -4.531 -1.129  0.16
H7 -1.588 -4.473 -1.283  0.15
H8 -0.536 -4.423 0.745  0.16
N1 0.926 2.514 3.558  -0.66
N2 1.047 1.278 2.920  0.73
N3 0.872 0.153 3.745  -0.67
C6 0.440 -0.748 2.916  -0.13
N4 0.249 -0.248 1.632  0.08
N5 0.545 1.096 1.683  -0.52
H9 1.428 3.229 3.060  0.25
H10 1.189 2.452 4.547  0.29
H11 0.143 -1.750 3.219  0.23


[2]
Computed, not measured: a molecular structure, C5H4O4Sc, with the ωB97M-V functional and the def2-TZVPD basis.

For the LUMO energy, the calculation gives -0.57889 hartree. As for the net charge: +3. The spin multiplicity is 1. Its molar mass is 173.04 g/mol.

Last column: Mulliken charge in e.
Positions of all 14 atoms, in Å:
C1 3.491 -0.069 0.127  -0.14
C2 3.745 0.978 -0.483  -0.31
H1 3.994 1.953 -0.885  0.46
H2 2.505 0.569 -0.492  0.46
O1 -1.217 -1.784 0.118  -0.51
C3 -0.258 -0.981 0.287  0.94
O2 0.549 -1.007 1.251  -0.56
O3 -0.413 0.196 -0.371  -0.22
Sc1 2.477 -1.710 1.260  1.83
C4 -2.784 0.068 0.009  0.42
C5 -1.800 0.556 -0.704  -0.08
O4 -3.820 0.141 0.668  -0.18
H3 -1.924 1.546 -1.161  0.40
H4 -4.546 -0.455 0.376  0.48


[3]
Computed, not measured: C3H5NO2S in the gas phase, with the ωB97M-V functional and the def2-TZVPD basis.

For the LUMO energy, the calculation gives -0.03933 hartree. The value obtained for the relative energy (zero: lowest compared OMol25 entry of this formula, charge and spin) is 3.814 eV. The spin multiplicity is 1. Its molar mass is 119.14 g/mol.

Last column: Mulliken charge in e.
Positions of all 12 atoms, in Å:
C1 -0.044 -0.298 0.555  0.72
C2 0.449 -1.063 -0.743  -0.48
C3 -0.300 1.343 0.715  -0.53
N1 -0.094 -0.990 1.608  -0.64
O1 -0.047 2.007 -0.498  -0.51
O2 0.691 -2.531 -2.752  -0.46
S1 0.541 -2.674 -1.331  0.37
H1 -0.710 1.866 -1.119  0.31
H2 0.860 -0.284 -1.431  0.31
H3 -1.219 1.378 1.136  0.38
H4 0.405 1.813 1.450  0.30
H5 -0.532 -0.566 2.410  0.22


[4]
Computed, not measured: 9 unconnected molecules or ions with the total composition C34H41F9N2O27P2S, with the ωB97M-V functional and the def2-TZVPD basis.

For the LUMO energy, the calculation gives -0.00103 hartree. As for the SMILES: CC[C@@H](F)[C@@](C#N)(P(O)O)[C@](C#N)(CCCS)[PH2]=O.O=C1OC[C@@H](F)O1.O=C1OC[C@@H](F)O1.O=C1OC[C@@H](F)O1.O=C1OC[C@@H](F)O1.O=C1OC[C@@H](F)O1.O=C1OC[C@@H](F)O1.O=C1OC[C@@H](F)O1.O=C1OC[C@@H](F)O1. The spin multiplicity is 1. Its molar mass is 1174.69 g/mol.

Last column: Mulliken charge in e.
Positions of all 116 atoms, in Å:
C1 2.223 -2.690 3.815  -0.95
C2 1.886 -3.992 2.921  -0.22
C3 0.340 -4.495 3.128  -0.15
F1 -0.072 -3.897 4.401  -0.43
C4 -0.607 -4.093 1.898  1.01
C5 -0.250 -2.542 1.550  -0.60
N1 -0.309 -1.345 1.424  -0.67
P1 -0.167 -5.065 0.271  0.15
O1 1.351 -5.853 0.417  -0.41
O2 -0.226 -3.992 -1.070  -0.50
C6 -2.185 -4.326 2.138  1.82
C7 -2.802 -4.945 0.761  -0.39
N2 -3.386 -5.405 -0.201  -0.65
C8 -3.028 -2.942 2.362  -1.63
C9 -2.716 -2.216 3.759  0.34
C10 -3.467 -0.757 3.879  -0.72
S1 -4.904 -0.547 2.718  -0.23
P2 -2.573 -5.645 3.474  0.82
O3 -1.783 -6.965 3.286  -0.78
H1 1.377 -1.912 3.849  0.20
H2 3.108 -2.158 3.280  0.30
H3 2.613 -2.957 4.873  0.29
H4 2.600 -4.830 3.289  0.37
H5 2.151 -3.819 1.821  -0.01
H6 0.422 -5.648 3.226  0.44
H7 1.987 -5.263 -0.081  0.34
H8 -1.093 -3.513 -0.953  0.40
H9 -2.970 -2.249 1.442  0.39
H10 -4.136 -3.286 2.416  0.70
H11 -3.138 -2.855 4.609  0.31
H12 -1.590 -1.966 3.891  -0.27
H13 -3.803 -0.525 4.946  0.40
H14 -2.668 0.030 3.578  0.30
H15 -4.329 -0.530 1.444  0.12
H16 -2.408 -5.030 4.759  0.12
H17 -3.983 -5.952 3.356  -0.17
O4 1.014 -5.006 7.171  -0.52
C11 0.598 -6.121 7.041  0.72
O5 1.317 -7.147 6.499  -0.32
C12 0.527 -8.319 6.646  -0.50
C13 -0.854 -7.760 6.760  0.73
F2 -1.629 -8.539 7.554  -0.32
O6 -0.653 -6.521 7.408  -0.30
H18 0.840 -8.857 7.546  0.28
H19 0.640 -8.979 5.785  0.31
H20 -1.352 -7.596 5.799  -0.02
O7 -5.417 -4.881 4.103  -0.45
C14 -6.481 -5.323 3.761  0.65
O8 -7.681 -4.814 4.154  -0.33
C15 -8.679 -5.524 3.434  -0.49
C16 -7.979 -6.800 3.093  0.30
F3 -8.418 -7.293 1.912  -0.28
O9 -6.633 -6.398 2.940  -0.28
H21 -8.965 -4.950 2.549  0.29
H22 -9.565 -5.687 4.049  0.27
H23 -8.048 -7.571 3.865  0.30
O10 5.399 0.374 1.670  -0.56
C17 4.650 0.151 0.762  0.63
O11 4.109 1.114 -0.038  -0.25
C18 3.393 0.436 -1.061  0.25
C19 3.108 -0.887 -0.431  0.66
F4 3.077 -1.874 -1.361  -0.32
O12 4.226 -1.096 0.407  -0.34
H24 4.025 0.352 -1.951  0.12
H25 2.482 0.975 -1.327  -0.35
H26 2.191 -0.912 0.167  0.15
O13 1.234 1.900 -2.691  -0.65
C20 0.187 2.091 -2.134  0.76
O14 -0.975 1.453 -2.451  -0.33
C21 -1.936 1.854 -1.485  -0.34
C22 -1.385 3.158 -1.010  0.72
F5 -1.694 3.371 0.291  -0.29
O15 0.014 2.977 -1.115  -0.28
H27 -1.989 1.103 -0.690  0.20
H28 -2.925 1.959 -1.934  0.31
H29 -1.690 4.020 -1.610  -0.09
O16 -3.752 5.408 -3.546  -0.55
C23 -2.849 6.189 -3.659  0.60
O17 -3.005 7.492 -4.026  -0.35
C24 -1.726 8.102 -3.912  -0.44
C25 -0.805 6.933 -4.030  1.01
F6 0.320 7.127 -3.302  -0.26
O18 -1.539 5.877 -3.444  -0.19
H30 -1.649 8.605 -2.944  0.29
H31 -1.569 8.837 -4.703  0.32
H32 -0.541 6.670 -5.057  -0.51
O19 -0.933 7.633 -7.456  -0.52
C26 -0.358 6.614 -7.734  0.66
O20 0.731 6.137 -7.059  -0.24
C27 1.021 4.861 -7.611  -0.42
C28 0.404 4.950 -8.970  0.32
F7 -0.045 3.742 -9.380  -0.29
O21 -0.708 5.797 -8.766  -0.30
H33 0.563 4.085 -6.990  0.28
H34 2.097 4.687 -7.652  0.25
H35 1.059 5.381 -9.733  0.30
O22 3.728 8.624 -3.907  -0.54
C29 3.876 8.100 -2.840  0.60
O23 4.034 6.758 -2.662  -0.19
C30 4.311 6.560 -1.283  -0.43
C31 3.721 7.784 -0.660  0.36
F8 4.416 8.151 0.442  -0.30
O24 3.900 8.772 -1.654  -0.33
H36 5.392 6.491 -1.136  0.27
H37 3.848 5.642 -0.917  0.30
H38 2.658 7.696 -0.415  0.25
O25 6.502 3.866 -1.307  -0.52
C32 6.481 3.740 -2.498  0.69
O26 6.976 4.662 -3.372  -0.32
C33 6.883 4.087 -4.665  -0.47
C34 5.798 3.074 -4.488  0.39
F9 5.997 2.003 -5.292  -0.30
O27 5.953 2.663 -3.145  -0.27
H39 7.843 3.634 -4.931  0.28
H40 6.632 4.840 -5.413  0.29
H41 4.787 3.467 -4.637  0.26


[5]
Computed, not measured: a gas-phase ion, C6H13N2 (charge +1), with the ωB97M-V functional and the def2-TZVPD basis.

For the LUMO energy, the calculation gives -0.11186 hartree. As for the SMILES: CC1=C[N@@H+](C)CN1C. As for the net charge: +1. The value obtained for the relative energy (zero: lowest compared OMol25 entry of this formula, charge and spin) is 3.943 eV. The spin multiplicity is 1. Its molar mass is 113.18 g/mol.

Last column: Mulliken charge in e.
Positions of all 21 atoms, in Å:
C1 2.032 -1.579 -0.090  -1.33
C2 0.805 -0.853 -0.153  0.78
C3 -0.455 -1.299 -0.085  -0.56
N1 -1.370 -0.154 -0.458  0.15
C4 -2.635 -0.044 0.215  -0.95
C5 -0.723 1.121 -0.173  -0.59
N2 0.618 0.793 -0.472  -0.08
C6 1.718 1.457 0.189  -1.11
H1 2.731 -1.187 0.804  0.33
H2 2.729 -1.276 -0.864  0.40
H3 1.706 -2.663 0.075  0.31
H4 -0.947 -2.320 -0.119  0.30
H5 -1.606 -0.114 -1.494  0.38
H6 -2.600 0.189 1.336  0.36
H7 -3.330 0.617 -0.177  0.43
H8 -3.231 -1.081 0.180  0.31
H9 -0.794 1.358 0.962  0.37
H10 -0.939 1.980 -0.929  0.33
H11 2.712 1.140 -0.090  0.37
H12 1.779 2.437 -0.005  0.45
H13 1.804 1.477 1.346  0.36


[6]
Computed, not measured: 2 unconnected molecules or ions with the total composition C4H9N2O, with the ωB97M-V functional and the def2-TZVPD basis.

For the LUMO energy, the calculation gives -0.11859 hartree. As for the net charge: +1. The value obtained for the relative energy (zero: lowest compared OMol25 entry of this formula, charge and spin) is 3.809 eV. The spin multiplicity is 1. Its molar mass is 101.13 g/mol.

Last column: Mulliken charge in e.
Positions of all 16 atoms, in Å:
C1 -0.255 -2.796 -0.120  -0.65
C2 -0.595 -0.236 0.036  0.56
C3 -2.164 1.733 -0.066  -0.77
C4 3.094 0.861 0.136  -0.12
N1 -0.525 -1.413 0.055  -0.03
N2 -0.847 1.002 0.130  -0.28
O1 1.906 0.674 -0.105  -0.45
H1 0.238 -3.102 0.717  0.31
H2 0.579 -2.828 -0.806  0.33
H3 -1.867 2.754 0.172  0.29
H4 -2.796 1.239 0.667  0.35
H5 -2.468 1.652 -1.085  0.32
H6 3.426 1.840 0.170  0.26
H7 -1.292 -3.165 -0.415  0.30
H8 3.778 0.094 0.074  0.27
H9 -0.213 1.694 0.439  0.29